Molecular formula: C2H12NO2S2
Method: DFT, wB97M-V/def2-TZVPD

```
! RIJCOSX wB97M-V def2-TZVPD def2/J DEFGRID3
* xyz 1 1
N -1.147 0.329 0.837
C -0.038 -0.662 0.662
C 0.562 -1.068 1.979
S 2.258 -0.378 2.256
S 2.380 1.212 1.073
H -1.796 0.039 1.586
H 1.207 1.376 -2.906
H -0.726 1.206 1.145
H 0.647 -0.079 0.037
H -0.399 -1.430 -0.015
H 0.051 -0.644 2.840
H 0.663 -2.141 2.059
H 2.885 0.661 -0.049
H -1.222 -0.477 -2.793
H -2.422 -1.020 -2.034
O -1.598 -0.533 -1.906
H -0.316 1.580 -2.497
H -1.578 0.504 -0.084
O 0.588 1.526 -2.189
*
```

Energy relative to the best compared isomer or geometry (same formula, charge and spin): 12.2 kcal per mole
Molecular weight: 146.26 u
DFT total energy: -29517.832 eV
LUMO level: -3.280 eV